Version i
Density functional theory data (wB97M-V/def2-TZVPD) for a cluster of 2 separate species, C5H11NO4 in total.

Each line ends with the natural charge from an NBO analysis.
CARTESIAN COORDINATES (ANGSTROEM)
C 1.80 0.87 -0.69  -0.282
N 2.76 0.22 -0.16  0.375
O 3.20 0.52 0.90  -0.452
O 3.39 -0.82 -0.91  -0.561
H 1.42 1.79 -0.12  0.256
H 1.27 0.28 -1.47  0.231
H 3.33 -1.67 -0.44  0.494
C -2.00 -0.10 1.31  -0.648
C -1.11 0.23 0.05  0.152
C -1.57 -0.51 -1.21  -0.643
O -1.02 1.56 -0.17  -0.698
C 0.24 -0.42 0.54  0.398
O 0.58 -1.56 0.22  -0.594
H -1.42 0.04 2.26  0.219
H -2.88 0.51 1.17  0.219
H -2.26 -1.14 1.34  0.237
H -1.03 -1.44 -1.49  0.249
H -1.48 0.31 -2.03  0.223
H -2.58 -0.67 -1.14  0.209
H -1.37 1.96 0.69  0.480
H 0.74 0.03 1.39  0.138

## Properties
Charge: 0
LUMO level, eV: 0.479
Kohn-Sham gap, eV: 9.64
SMILES string: C=[N+]([O-])O.CC(C)(O)C=O
HOMO level, eV: -9.16

***

Version ii
Density functional theory data (wB97M-V/def2-TZVPD) for a cluster of 2 separate species, C5H11NO4 in total.

Each line ends with the natural charge from an NBO analysis.
CARTESIAN COORDINATES (ANGSTROEM)
C -2.31 0.23 0.24  0.550
C 2.12 1.52 0.56  -0.264
C -0.32 -0.18 -1.98  -0.296
C 0.80 -2.30 1.04  -0.277
C 0.56 -0.22 0.15  0.829
N -2.63 1.56 0.19  -0.859
O -3.01 -0.67 0.59  -0.594
O 0.74 1.10 0.26  -0.561
O 0.59 -0.81 -1.07  -0.537
O 1.02 -0.88 1.22  -0.516
H 2.66 0.72 0.96  0.195
H 2.06 2.41 1.12  0.199
H 2.58 1.66 -0.46  0.175
H -1.14 0.12 -1.20  0.182
H -0.60 -1.05 -2.69  0.200
H 0.19 0.68 -2.44  0.181
H 1.54 -2.60 0.31  0.198
H -0.29 -2.52 0.72  0.206
H 0.76 -2.79 2.01  0.204
H -1.89 2.19 -0.11  0.404
H -3.44 1.84 0.57  0.379

## Properties
Charge: 0
LUMO level (alpha / beta), eV: 0.408 / 0.837
Kohn-Sham gap (alpha / beta), eV: 6.79 / 8.16
HOMO level (alpha / beta), eV: -6.38 / -7.32

***

Which structure is the most stable? The one labeled version ii.

***

Version i
Density functional theory data (wB97M-V/def2-TZVPD) for the molecule C4H4OS2.

Each line ends with the natural charge from an NBO analysis.
CARTESIAN COORDINATES (ANGSTROEM)
O 0.60 1.45 -0.44  -0.478
C 0.25 0.36 0.09  0.437
C 1.33 -0.58 0.37  -0.397
S 2.84 -0.26 -0.09  0.221
C -1.05 0.10 0.61  -0.449
C -2.15 0.94 0.26  -0.385
S -2.21 -0.85 -0.37  0.116
H 1.13 -1.53 0.77  0.207
H -1.00 -0.08 1.81  0.255
H -3.20 1.07 0.79  0.250
H -2.06 1.69 -0.39  0.224

## Properties
Charge: 0
LUMO level, eV: -1.685
Kohn-Sham gap, eV: 7.52
SMILES string: O=C(C=S)[C@H]1CS1
HOMO level, eV: -9.21

***

Version ii
Density functional theory data (wB97M-V/def2-TZVPD) for the molecule C4H4OS2.

Each line ends with the natural charge from an NBO analysis.
CARTESIAN COORDINATES (ANGSTROEM)
C -0.61 0.75 0.35  0.086
C -1.88 1.65 0.29  -0.291
C 0.64 1.01 -0.37  -0.079
C -1.02 -0.75 0.36  -0.604
O 0.77 0.80 1.02  -0.448
S -3.22 0.86 -0.13  0.426
S -2.67 -1.19 -0.13  0.040
H 0.85 0.18 -1.13  0.182
H 0.89 2.10 -0.82  0.203
H -0.32 -1.40 -0.29  0.239
H -1.01 -1.27 1.33  0.246

## Properties
Charge: 0
LUMO level, eV: -0.462
Kohn-Sham gap, eV: 8.57
HOMO level, eV: -9.03

***

Which structure is the most stable? The one labeled version i.

***

Version i
Density functional theory data (wB97M-V/def2-TZVPD) for the molecule C7H14OS.

Each line ends with the natural charge from an NBO analysis.
CARTESIAN COORDINATES (ANGSTROEM)
C -1.43 -0.16 -0.70  -0.463
C 0.14 -0.20 -1.10  -0.411
C -1.84 1.19 -0.33  -0.105
C 1.11 -0.50 0.04  -0.221
C -2.20 1.76 0.94  -0.678
C 0.60 -1.38 1.22  -0.637
C 2.45 -1.15 -0.62  -0.618
O 1.47 2.27 -0.18  -0.770
S 1.51 1.13 0.83  0.897
H -2.10 -0.50 -1.60  0.222
H -1.53 -0.79 0.21  0.200
H 0.23 -1.06 -1.80  0.211
H 0.37 0.74 -1.52  0.235
H -1.61 1.88 -1.16  0.162
H -3.28 2.12 0.68  0.230
H -1.49 2.50 1.28  0.229
H -2.26 0.92 1.70  0.201
H -0.18 -2.13 0.92  0.229
H 0.18 -0.71 1.92  0.214
H 1.37 -1.95 1.67  0.223
H 2.83 -0.61 -1.49  0.221
H 2.39 -2.23 -0.97  0.219
H 3.27 -1.12 0.06  0.209

## Properties
Charge: 0
LUMO level (alpha / beta), eV: -0.925 / 0.744
Kohn-Sham gap (alpha / beta), eV: 6.10 / 9.57
HOMO level (alpha / beta), eV: -7.02 / -8.83

***

Version ii
Density functional theory data (wB97M-V/def2-TZVPD) for the molecule C7H14OS.

Each line ends with the natural charge from an NBO analysis.
CARTESIAN COORDINATES (ANGSTROEM)
C -2.23 2.48 -0.61  -0.640
C -1.35 1.39 -1.10  0.062
C -1.79 0.71 -2.40  -0.657
C -0.18 1.05 -0.43  -0.238
C 0.74 -0.04 -0.86  -0.568
S 2.03 -0.43 0.35  0.144
C 1.10 -1.51 1.56  -0.522
C 1.99 -2.10 2.66  -0.071
O 3.05 -2.81 1.98  -0.723
H -2.29 3.29 -1.31  0.214
H -1.82 2.88 0.34  0.218
H -3.23 2.08 -0.50  0.212
H -2.78 0.30 -2.29  0.218
H -1.82 1.47 -3.20  0.219
H -1.13 -0.08 -2.70  0.214
H 0.06 1.50 0.49  0.203
H 0.13 -0.93 -1.04  0.223
H 1.23 0.17 -1.82  0.240
H 0.69 -2.26 0.92  0.212
H 0.28 -0.91 2.04  0.211
H 2.38 -1.26 3.25  0.167
H 1.44 -2.77 3.28  0.194
H 3.49 -2.22 1.40  0.470

## Properties
Charge: 0
LUMO level, eV: 0.909
Kohn-Sham gap, eV: 9.68
SMILES string: CC(C)=CCSCCO
HOMO level, eV: -8.77

***

Which structure is the most stable? The one labeled version ii.

***

Version i
Density functional theory data (wB97M-V/def2-TZVPD) for the ion C5H12NO2 with charge +1.

Each line ends with the natural charge from an NBO analysis.
CARTESIAN COORDINATES (ANGSTROEM)
C 2.09 1.49 -1.23  -0.313
C 1.65 0.38 -0.70  -0.270
C 0.22 -0.17 -0.89  0.665
O 0.19 -1.46 -1.44  -0.728
O -0.57 0.59 -1.68  -0.689
N -0.28 -0.50 0.58  -0.383
C -1.49 -1.39 0.68  -0.423
C -0.39 0.68 1.51  -0.448
H 2.98 1.90 -1.00  0.222
H 1.66 2.03 -2.12  0.213
H 2.17 -0.27 -0.06  0.211
H -0.15 -1.46 -2.38  0.530
H -0.36 1.54 -1.72  0.513
H 0.50 -1.04 0.89  0.429
H -2.36 -1.02 0.05  0.256
H -1.17 -2.32 0.31  0.243
H -1.68 -1.59 1.77  0.239
H 0.60 0.82 2.04  0.242
H -0.42 1.68 1.09  0.245
H -1.21 0.57 2.19  0.245

## Properties
Charge: +1
LUMO level, eV: -2.965
Kohn-Sham gap, eV: 11.76
SMILES string: C=CC(O)(O)[NH+](C)C
HOMO level, eV: -14.73

***

Version ii
Density functional theory data (wB97M-V/def2-TZVPD) for a cluster of 2 separate species, C5H12NO2 in total.

Each line ends with the natural charge from an NBO analysis.
CARTESIAN COORDINATES (ANGSTROEM)
C 0.48 1.05 -2.26  -0.528
C 1.31 1.17 -1.29  0.668
C -1.61 -0.18 1.75  -0.635
C 0.93 -1.20 0.24  -0.463
C -1.05 0.15 0.37  0.222
N 0.44 0.18 0.30  -0.549
O 2.21 1.70 -0.59  -0.598
O -1.55 -0.60 -0.76  -0.696
H 0.73 1.18 -3.33  0.297
H -0.52 0.66 -2.19  0.311
H -1.20 -1.03 2.09  0.200
H -2.62 -0.33 1.55  0.251
H -1.23 0.61 2.41  0.230
H 0.48 -1.68 1.07  0.210
H 0.84 -1.64 -0.71  0.234
H 1.92 -1.42 0.38  0.229
H -1.64 1.08 0.19  0.215
H 0.81 0.53 1.19  0.392
H 2.75 1.23 0.04  0.539
H -1.49 -1.47 -0.44  0.472

## Properties
Charge: +1
LUMO level, eV: -3.730
Kohn-Sham gap, eV: 10.73
HOMO level, eV: -14.46

***

Which structure is the most stable? The one labeled version i.